No. 1
This record from the OMol25 dataset describes a structure of composition C40H38AsMnN5O3S. The level of theory is ωB97M-V/def2-TZVPD.

ORCA input file:
```
! wB97M-V def2-TZVPD RIJCOSX def2/J DEFGRID3
* xyz 3 5
Mn 0.36584 2.36511 0.02741
C 2.79917 6.19070 0.46685
C 2.23683 4.81328 0.35462
N 1.04377 4.45949 0.63141
N 0.09474 5.41798 0.92768
C -1.04472 5.29768 0.22680
N -1.98616 6.21045 0.38079
S -1.25830 3.98992 -0.85560
C 3.03233 3.71723 -0.26711
C 4.40849 3.69296 -0.25564
C 5.06064 2.66358 -0.92442
C 4.30763 1.72363 -1.60446
C 2.92827 1.81685 -1.55659
N 2.29536 2.78871 -0.89455
H 2.04129 6.94282 0.24989
H 3.62016 6.33103 -0.23098
H 3.18151 6.36986 1.47588
H 0.33227 6.24639 1.45420
H -1.87859 7.01137 0.98508
H -2.84230 6.13730 -0.14653
H 4.96561 4.46307 0.26195
H 6.14182 2.60967 -0.92251
H 4.77511 0.92837 -2.16972
H 2.30713 1.10386 -2.08375
O -1.18755 1.44834 0.36760
As -2.44191 0.31308 0.08088
C -4.07601 1.24568 0.14198
C -4.37445 1.94032 1.31555
C -5.59925 2.57646 1.42339
C -6.51388 2.50633 0.37555
C -6.21204 1.80445 -0.78264
C -4.98666 1.16310 -0.90674
C -2.11565 -0.45441 -1.61600
C -1.75929 -1.79673 -1.74308
C -1.48872 -2.30988 -3.00540
C -1.57330 -1.49038 -4.12380
C -1.92171 -0.15106 -3.99177
C -2.19630 0.37387 -2.73744
C -2.33850 -0.95808 1.46897
C -1.58380 -0.65856 2.60062
C -1.55351 -1.57053 3.64584
C -2.26646 -2.75890 3.55261
C -3.02597 -3.04404 2.42301
C -3.07077 -2.14197 1.37203
H -3.67032 1.97740 2.13727
H -5.85259 3.11137 2.32925
H -7.47701 2.99150 0.47140
H -6.93421 1.74472 -1.58624
H -4.76082 0.60070 -1.80281
H -1.71358 -2.44177 -0.87353
H -1.23019 -3.35513 -3.11963
H -1.37941 -1.90017 -5.10696
H -1.99080 0.47885 -4.86874
H -2.47903 1.41501 -2.63874
H -1.03432 0.27038 2.66763
H -0.98140 -1.34861 4.53698
H -2.24426 -3.46460 4.37309
H -3.59389 -3.96358 2.36689
H -3.69399 -2.35169 0.51048
C 0.00064 -5.75282 -2.62479
O 0.53627 -4.60956 -1.93267
C 1.81352 -4.69754 -1.47861
C 2.64024 -5.80558 -1.59399
C 3.93481 -5.73882 -1.10139
C 4.42439 -4.57613 -0.51125
C 3.60209 -3.47392 -0.39511
C 2.29777 -3.55217 -0.85695
N 1.38036 -2.44528 -0.85786
C 1.23159 -1.43414 -0.06732
C 1.76884 -1.19329 1.24237
C 2.12867 -2.23208 2.12779
C 2.44080 -1.95738 3.43322
C 2.40605 -0.62815 3.87961
C 2.04899 0.40124 3.03259
C 1.72992 0.12940 1.70606
O 1.39465 1.12287 0.87689
H 0.58166 -5.96055 -3.52251
H -1.01753 -5.49146 -2.89208
H -0.00790 -6.62195 -1.96812
H 2.28447 -6.71154 -2.06477
H 4.57429 -6.60798 -1.18701
H 5.44462 -4.53197 -0.15694
H 3.96887 -2.55785 0.05024
H 0.73852 -2.48663 -1.64553
H 0.54664 -0.68920 -0.45686
H 2.12641 -3.25631 1.77924
H 2.70322 -2.75615 4.11328
H 2.65775 -0.40468 4.90887
H 2.01305 1.42687 3.37541
*
```

The highest occupied orbital energy (alpha / beta) is -15.22 / -15.24 eV. The calculation puts the HOMO-LUMO gap (alpha / beta) at 5.55 / 6.80 eV. Its LUMO energy (alpha / beta) is -9.67 / -8.43 eV.

***

No. 2
This record from the OMol25 dataset describes a structure of composition C40H38CeN3O4PS5Si. The level of theory is ωB97M-V/def2-TZVPD.

ORCA input file:
```
! wB97M-V def2-TZVPD RIJCOSX def2/J DEFGRID3
* xyz -1 2
Ce -11.15046 -15.63699 8.54262
S -10.82083 -17.47552 10.61143
S -11.46769 -18.65107 9.07588
S -9.65474 -19.06603 8.06379
S -9.22485 -17.27287 7.28958
N -7.20510 -14.62579 9.19271
P -8.20892 -15.50933 10.31994
C -8.02618 -14.31680 11.73602
C -6.68471 -14.22065 12.17327
C -6.38312 -13.25851 13.16224
C -7.32184 -12.35330 13.60997
C -8.65363 -12.48900 13.21797
C -9.00314 -13.45947 12.31107
C -7.27838 -17.06771 10.63748
C -6.50740 -17.70098 9.65946
C -5.72004 -18.82150 9.97128
C -5.66118 -19.28086 11.27880
C -6.40276 -18.61018 12.27272
C -7.14246 -17.51217 12.01081
C -7.74770 -14.11776 8.01717
C -6.83170 -13.97224 6.94733
C -7.34827 -13.30526 5.77444
C -8.65987 -12.75470 5.81944
C -9.49646 -13.12067 6.85470
N -9.04900 -13.83914 7.89589
H -6.19779 -14.71201 9.10538
H -5.94513 -14.90584 11.77495
H -5.33259 -13.28210 13.57204
H -7.04901 -11.60378 14.37480
H -9.34174 -11.77074 13.65205
H -10.10376 -13.58075 12.09167
H -6.62976 -17.37816 8.56782
H -5.08436 -19.32256 9.23076
H -5.08706 -20.16135 11.55832
H -6.27967 -18.88297 13.32077
H -7.70284 -17.04078 12.87708
H -5.78790 -14.27016 6.92752
H -6.71209 -13.16894 4.89737
H -9.01029 -12.01099 5.09938
H -10.54505 -12.84900 6.92736
C -13.51628 -16.69122 2.59712
C -12.54559 -16.30211 3.70522
C -12.49466 -14.78899 3.84229
C -11.16119 -16.84548 3.40895
Si -13.09843 -16.84259 5.49470
O -12.33968 -15.96873 6.67408
C -14.91282 -16.31186 5.40187
C -15.87309 -17.08718 4.65213
C -17.18586 -16.74078 4.82094
C -17.56258 -15.58766 5.55568
C -16.62985 -14.73110 6.08641
C -15.25385 -15.12325 6.07618
C -12.98596 -18.65755 5.68930
C -14.03684 -19.34791 6.35108
C -13.78567 -20.64750 6.87432
C -12.62389 -21.30630 6.59688
C -11.66528 -20.74804 5.72833
C -11.87360 -19.43535 5.35371
H -13.04277 -16.46487 1.62601
H -14.47311 -16.21650 2.55970
H -13.69650 -17.76297 2.59734
H -12.25031 -14.44375 2.85022
H -11.72241 -14.49318 4.53100
H -13.46093 -14.34056 4.06638
H -10.66675 -16.27419 2.66450
H -11.13321 -17.85484 2.98290
H -10.48476 -16.86597 4.27998
H -15.57547 -17.99165 4.13533
H -17.97584 -17.36172 4.31737
H -18.57633 -15.36070 5.65153
H -16.88727 -13.86231 6.60796
H -14.53116 -14.50445 6.59133
H -14.89376 -18.79288 6.53898
H -14.52694 -21.15248 7.54329
H -12.40781 -22.24902 7.09349
H -10.72390 -21.25281 5.45726
H -11.02187 -18.92245 4.89154
O -12.29632 -12.04114 7.60773
C -12.74556 -12.51247 8.65795
N -12.18705 -13.55770 9.34876
S -13.35865 -14.22141 10.32727
O -13.44348 -15.59371 9.76638
O -12.98032 -14.14210 11.72531
C -14.68984 -13.04636 9.94787
C -16.04085 -13.05089 10.30235
C -16.87262 -12.06252 9.71432
C -16.32035 -11.19367 8.77558
C -14.94138 -11.04171 8.59867
C -14.10607 -12.06577 9.18429
H -16.43021 -13.86430 10.92279
H -17.85659 -11.98661 10.11563
H -16.95682 -10.71902 8.07674
H -14.42650 -10.14420 8.17260
*
```

The highest occupied orbital energy (alpha / beta) is -3.97 / -3.98 eV. The calculation puts the HOMO-LUMO gap (alpha / beta) at 6.02 / 6.03 eV. Its LUMO energy (alpha / beta) is 2.05 / 2.05 eV.

***

No. 3
This record from the OMol25 dataset describes the ion C40H38N3O with charge +1. The level of theory is ωB97M-V/def2-TZVPD.

ORCA input file:
```
! wB97M-V def2-TZVPD RIJCOSX def2/J DEFGRID3
* xyz 1 1
C -1.76880 0.17689 9.56964
C -0.70576 0.01645 8.50276
O -0.38776 -1.41726 8.58613
C -1.22991 0.44976 7.12602
N -0.11545 0.53084 5.86649
C -0.06519 1.19807 4.48209
C -1.33478 0.96537 3.67929
C -2.55726 0.79237 4.32177
C -3.76542 0.63884 3.63018
C -3.75740 0.81770 2.23498
N -4.97935 0.61691 1.54633
C -5.49468 1.58248 0.61669
C -6.33992 2.59570 1.10439
C -6.93579 3.47454 0.20032
C -6.69673 3.33779 -1.17080
C -5.85580 2.33123 -1.64299
C -5.28011 1.42212 -0.75401
C -5.61956 -0.66661 1.63068
C -5.19667 -1.67403 0.76322
C -5.81453 -2.92352 0.82690
C -6.83784 -3.14856 1.73786
C -7.24717 -2.14070 2.60782
C -6.65578 -0.87358 2.54723
C -2.55448 1.12698 1.55712
C -1.35576 1.11233 2.28012
C 1.20436 0.75976 3.71082
C 2.28211 1.63267 3.83743
C 3.43780 1.52778 3.04706
C 3.60208 0.41810 2.19629
N 4.78381 0.24976 1.47268
C 5.13364 -1.03472 0.93415
C 5.20801 -1.23128 -0.45261
C 5.53247 -2.49858 -0.94780
C 5.89515 -3.52431 -0.07032
C 5.88789 -3.30354 1.31011
C 5.48907 -2.06440 1.81690
C 5.72901 1.31453 1.23782
C 6.97135 1.30347 1.89676
C 7.90200 2.31132 1.63450
C 7.65083 3.25188 0.62855
C 6.43679 3.22876 -0.06142
C 5.47441 2.26528 0.23811
C 2.54453 -0.50876 2.08255
C 1.37598 -0.34223 2.84074
H -2.15562 1.19373 9.58812
H -2.59049 -0.51693 9.38413
H -1.37114 -0.04924 10.56179
H 0.17808 0.61197 8.78733
H 0.41747 -1.65455 8.10127
H -2.02168 -0.25165 6.80266
H -1.73408 1.44143 7.27358
H -0.24186 -0.45802 5.47616
H 0.76762 0.27364 6.40625
H 0.01710 2.29495 4.69102
H -2.62630 0.85239 5.40467
H -4.72743 0.42142 4.13274
H -6.51357 2.66432 2.18287
H -7.59182 4.25277 0.57641
H -7.16122 4.02694 -1.87525
H -5.64522 2.21794 -2.69969
H -4.65139 0.59426 -1.08607
H -4.39937 -1.43853 0.06131
H -5.47362 -3.68404 0.14422
H -7.32726 -4.12152 1.76316
H -8.02954 -2.31363 3.33247
H -6.97006 -0.04821 3.19077
H -2.54530 1.31671 0.47498
H -0.42446 1.31782 1.75362
H 2.09754 2.51986 4.45544
H 4.21802 2.29724 3.11826
H 4.98038 -0.39896 -1.11679
H 5.51415 -2.66898 -2.01952
H 6.18385 -4.50577 -0.46280
H 6.19501 -4.07910 2.00652
H 5.46261 -1.85915 2.88706
H 7.18013 0.51188 2.62190
H 8.83015 2.34041 2.20300
H 8.40709 4.00452 0.38974
H 6.22945 3.95110 -0.84436
H 4.52566 2.21171 -0.29656
H 2.63855 -1.33352 1.36570
H 0.52332 -1.00721 2.59521
*
```

The highest occupied orbital energy is -10.13 eV. The calculation puts the HOMO-LUMO gap at 7.52 eV. Its LUMO energy is -2.61 eV.

***

no.,molecular weight (g mol⁻¹)
1,798.7
2,984.3
3,576.8